ORCA calculation (wB97M-V/def2-TZVPD) on a cluster of 2 separate species, C34H39N4 in total in a non-equilibrium geometry.

Its total charge is +1.

Last column: Löwdin charge in e.
Cartesian coordinates (Å):
C (1.59627, 0.50028, -1.77775)  -0.071
C (2.17133, -0.83640, -1.84560)  0.089
C (1.68051, -1.93295, -2.55940)  -0.107
C (2.47935, -3.13215, -2.63765)  -0.172
C (3.84445, -3.18191, -2.02203)  -0.033
C (2.00952, -4.24765, -3.31158)  0.016
C (0.75650, -4.26480, -3.92450)  -0.202
C (0.28485, -5.49338, -4.63852)  -0.017
C (-0.02533, -3.10476, -3.86628)  0.018
C (0.39065, -1.95090, -3.22137)  -0.139
C (-0.52618, -0.77108, -3.26162)  -0.030
H (2.22085, 1.09588, -1.09950)  0.080
H (1.46077, 1.04360, -2.72719)  0.118
H (0.61798, 0.44166, -1.28853)  0.083
H (3.12087, -0.95579, -1.32758)  0.130
H (4.27485, -4.17817, -2.19032)  0.091
H (4.51620, -2.44432, -2.48834)  0.105
H (3.84561, -2.99622, -0.93622)  0.092
H (2.65230, -5.12899, -3.38155)  0.136
H (-0.71201, -5.33514, -5.06318)  0.088
H (0.96325, -5.78369, -5.45430)  0.105
H (0.23383, -6.34929, -3.95122)  0.104
H (-0.99530, -3.09964, -4.37417)  0.130
H (-1.41270, -1.03388, -3.85118)  0.091
H (-0.89013, -0.45534, -2.27330)  0.094
H (-0.05765, 0.09005, -3.75437)  0.095
C (-1.05624, 7.82839, 0.53423)  -0.086
C (-0.79814, 7.50872, -0.80657)  -0.081
C (-0.97866, 6.20243, -1.25927)  -0.053
C (-1.41009, 5.19802, -0.38415)  -0.209
C (-1.62858, 3.80233, -0.92910)  -0.126
N (-1.95877, 2.81375, 0.10906)  -0.108
C (-3.22159, 2.13812, -0.08329)  -0.146
C (-3.67307, 1.47549, 1.19384)  -0.128
N (-2.59524, 0.75787, 1.84674)  -0.079
C (-2.94343, -0.43242, 2.59154)  -0.132
C (-1.94182, -0.69794, 3.68797)  -0.140
N (-0.59825, -0.61766, 3.17469)  -0.108
C (0.43587, -1.23310, 4.01173)  -0.113
C (1.22162, -2.31500, 3.30794)  -0.218
C (2.28123, -2.91443, 4.00085)  -0.039
C (3.01785, -3.93969, 3.41030)  -0.077
C (2.70000, -4.37552, 2.11820)  -0.098
C (1.65110, -3.77631, 1.41328)  -0.090
C (0.89641, -2.75469, 2.02025)  -0.043
C (-0.25732, 0.33477, 2.25608)  -0.146
C (1.07036, 0.52852, 1.80306)  -0.090
N (1.31221, 1.39672, 0.83391)  -0.017
C (0.42269, 2.33895, 0.48725)  -0.102
C (-0.94786, 2.16166, 0.78279)  -0.143
C (-1.29325, 1.11418, 1.67177)  -0.083
C (-1.67167, 5.51587, 0.95337)  -0.031
C (-1.49243, 6.83181, 1.41622)  -0.072
H (-0.92375, 8.85053, 0.89023)  0.104
H (-0.46299, 8.28143, -1.50012)  0.105
H (-0.79316, 5.93055, -2.30215)  0.114
H (-2.46558, 3.81266, -1.64080)  0.129
H (-0.74294, 3.47524, -1.49425)  0.113
H (-3.95929, 2.88820, -0.38832)  0.133
H (-3.13937, 1.38566, -0.88667)  0.127
H (-4.06781, 2.24762, 1.87617)  0.135
H (-4.46789, 0.75529, 0.98394)  0.127
H (-3.93919, -0.27571, 3.01125)  0.129
H (-2.97830, -1.30607, 1.91631)  0.133
H (-2.10310, 0.01361, 4.51502)  0.138
H (-2.07471, -1.71436, 4.07288)  0.132
H (1.12759, -0.46644, 4.39972)  0.138
H (-0.08541, -1.66048, 4.87824)  0.132
H (2.50401, -2.55439, 5.00974)  0.122
H (3.83735, -4.40291, 3.96554)  0.109
H (3.26702, -5.19066, 1.66169)  0.102
H (1.39437, -4.09496, 0.40166)  0.093
H (0.05179, -2.31600, 1.48793)  0.107
H (1.91620, -0.02903, 2.21237)  0.114
H (0.78765, 3.17978, -0.10569)  0.116
H (-2.02331, 4.74295, 1.63890)  0.108
H (-1.70276, 7.06159, 2.46094)  0.104


ORCA calculation (wB97M-V/def2-TZVPD) on a cluster of 11 separate species, C34H40Cl30N3O4PS in total in a non-equilibrium geometry.

Last column: Löwdin charge in e.
Cartesian coordinates (Å):
C (0.86077, -0.63863, 3.37815)  -0.039
C (0.44399, 0.48879, 2.57612)  -0.110
C (-0.75242, 0.23286, 1.51972)  -0.132
N (-2.05960, 0.16917, 2.07815)  0.146
C (-2.97179, -0.10349, 1.00016)  -0.142
C (-4.50292, -0.26960, 1.40743)  -0.137
P (-5.06707, -0.10678, 3.20938)  0.745
O (-4.20337, 0.83915, 4.06721)  -0.515
C (-5.61538, -0.60688, 0.37157)  -0.154
O (-6.94802, -0.77357, 0.84079)  -0.176
C (-7.75057, 0.42296, 0.65015)  -0.143
C (-9.28416, 0.00774, 1.03567)  -0.148
O (-9.51567, -1.40965, 0.80731)  -0.197
C (-9.51846, -2.15127, 2.05525)  -0.263
C (-10.01043, -3.65980, 1.76463)  -0.079
C (-5.26935, -0.79674, -1.15840)  -0.080
C (-6.32438, -1.16046, -2.28247)  -0.160
C (-7.06469, -2.54353, -2.18236)  0.023
C (-8.07571, -2.86691, -3.31122)  -0.119
N (-8.39432, -2.07817, -4.45873)  0.002
C (-7.70659, -0.82709, -4.51961)  -0.124
C (-6.66986, -0.25882, -3.51864)  -0.018
C (-3.78036, -0.61363, -1.55642)  -0.370
S (-3.29914, -0.77358, -3.34084)  0.668
C (-2.64035, -0.29481, -0.49973)  -0.157
N (-1.29812, -0.17194, -0.99723)  0.109
C (-0.33955, 0.09063, 0.02416)  -0.122
C (1.20412, 0.18665, -0.45557)  -0.111
C (1.23335, 1.06292, -1.82623)  -0.219
C (2.39170, 2.21172, -1.80624)  -0.149
C (1.65180, 3.64993, -1.76026)  -0.248
O (0.88087, 3.91827, -2.96815)  -0.278
C (-0.11879, 4.93955, -2.72365)  -0.125
H (0.64070, -0.66095, 4.51331)  0.037
H (1.37565, -1.56007, 2.91414)  0.001
H (0.92629, 1.51154, 2.73237)  0.107
H (-6.44416, 0.35131, 3.23489)  0.017
H (-5.05357, -1.39788, 3.85555)  0.017
H (-7.65727, 0.76138, -0.44078)  0.131
H (-7.45799, 1.28363, 1.34447)  0.120
H (-9.96670, 0.56246, 0.30080)  0.134
H (-9.47774, 0.32494, 2.12128)  0.125
H (-10.06614, -1.63376, 2.91549)  0.121
H (-8.40783, -2.22659, 2.38608)  0.116
H (-9.37484, -4.35677, 2.42321)  0.080
H (-9.77867, -3.92774, 0.67882)  0.079
H (-11.13013, -3.73031, 1.99897)  0.079
H (-6.82754, -3.22882, -1.30186)  0.107
H (-8.61357, -3.88520, -3.22762)  0.104
H (-7.93016, -0.16713, -5.44018)  0.104
H (-6.13334, 0.74479, -3.60993)  0.097
H (-3.12269, 0.54377, -3.79206)  -0.125
H (1.89133, 0.63385, 0.33580)  0.095
H (1.49911, -0.88849, -0.76373)  0.129
H (0.24615, 1.63451, -2.00352)  0.065
H (1.34125, 0.35963, -2.73663)  0.100
H (3.05535, 2.02168, -0.89315)  0.108
H (2.95472, 2.10140, -2.80517)  0.116
H (0.93067, 3.70363, -0.86143)  0.131
H (2.44589, 4.47478, -1.65321)  0.020
H (-0.79981, 4.70984, -1.82059)  0.101
H (0.42695, 5.93302, -2.56355)  0.070
H (-0.81983, 5.05873, -3.63526)  0.100
Cl (-0.40791, -2.93264, -5.25485)  0.489
C (-1.58749, -3.99883, -4.48001)  -1.543
Cl (-2.44132, -4.96653, -5.69105)  0.522
Cl (-0.79555, -5.04581, -3.29280)  0.519
H (-2.31674, -3.38068, -3.95902)  -0.035
Cl (5.86378, 7.59467, -1.30333)  0.525
C (4.56752, 6.77575, -2.18591)  -1.512
Cl (4.78585, 5.02062, -2.12361)  0.542
Cl (2.98704, 7.23253, -1.53265)  0.554
H (4.61094, 7.08911, -3.22748)  0.012
Cl (7.49428, 6.13385, -4.58231)  0.534
C (8.12428, 4.53107, -4.17441)  -1.500
Cl (9.08521, 4.60086, -2.68928)  0.570
Cl (6.80292, 3.36721, -4.00628)  0.506
H (8.77068, 4.20073, -4.98539)  0.022
Cl (9.66886, 0.59209, -3.45361)  0.522
C (9.47341, 1.26230, -1.82817)  -1.562
Cl (8.29174, 0.32286, -0.90555)  0.521
Cl (11.02670, 1.30567, -0.98155)  0.530
H (9.10450, 2.28231, -1.92033)  -0.085
Cl (7.28198, -0.38919, 2.95515)  0.508
C (5.97689, -1.23477, 2.11228)  -1.530
Cl (6.22946, -2.98503, 2.17245)  0.519
Cl (4.40763, -0.80708, 2.80845)  0.513
H (5.98431, -0.92311, 1.06927)  -0.002
Cl (1.73289, -3.08940, 6.16790)  0.498
C (2.82253, -4.09244, 5.19887)  -1.489
Cl (2.76620, -3.59727, 3.50315)  0.523
Cl (4.47787, -3.99675, 5.81746)  0.501
H (2.48999, -5.12671, 5.26593)  0.020
Cl (-1.68577, -3.16761, 4.91259)  0.507
C (-2.08831, -2.03903, 6.21489)  -1.514
Cl (-3.15599, -2.80912, 7.39733)  0.523
Cl (-0.61734, -1.44263, 7.00043)  0.497
H (-2.61328, -1.18857, 5.78108)  0.006
Cl (7.30980, -2.68014, 6.79490)  0.501
C (8.99715, -2.21297, 6.53812)  -1.521
Cl (9.71784, -3.17271, 5.23755)  0.504
Cl (9.11563, -0.48539, 6.17376)  0.508
H (9.55000, -2.40811, 7.45512)  0.017
Cl (13.18119, -1.61161, 0.82038)  0.513
C (12.77602, -0.48848, 2.12659)  -1.547
Cl (11.72663, -1.27031, 3.31781)  0.495
Cl (14.24635, 0.12223, 2.89967)  0.519
H (12.23843, 0.35552, 1.69799)  -0.014
Cl (-2.20388, -0.34296, -6.05630)  0.486
C (-0.85500, 0.79883, -6.17511)  -1.477
Cl (-0.57046, 1.59385, -4.62139)  0.601
Cl (0.61107, -0.02375, -6.72875)  0.523
H (-1.11617, 1.56136, -6.90652)  0.020


Taking the records one at a time from the top gives electronic energy values of -41844.134 -444347.814 eV.
Taking the records one at a time from the top gives gap between HOMO and LUMO values of 0.1474 0.2503 Ha.
Taking the records one at a time from the top gives E_HOMO values of -9.15 -8.25 eV.